A structure of composition C3H6N2OS. Source: OMol25; level of theory: ωB97M-V/def2-TZVPD.

Each line ends with the natural charge from an NBO analysis.
Cartesian coordinates (Å):
C: -1.084 0.144 -0.092  -0.2346
C: -0.826 -1.391 0.037  -0.0949
C: 1.213 -0.532 0.046  0.4189
H: 0.504 2.591 -0.787  0.3095
H: 1.726 1.821 0.504  0.3947
H: -1.741 0.362 -0.810  0.2013
H: -1.506 0.565 0.934  0.1986
H: -1.310 -1.984 -0.826  0.1978
H: -1.308 -1.892 0.918  0.2044
N: 0.553 1.776 0.235  -0.6288
N: 0.360 0.547 -0.201  -0.2911
O: 0.542 -1.533 0.078  -0.4409
S: 2.879 -0.474 -0.038  -0.2351

Values from the calculation:
HOMO energy (eV): -8.346
E_tot (a.u.): -700.7114
Energy above the lowest of the compared OMol25 structures with the same formula, charge and spin (kJ/mol): 466.93
Total charge: 0
Gap between HOMO and LUMO (eV): 8.971

***

An isolated molecule of C3H6N2OS. Source: OMol25; level of theory: ωB97M-V/def2-TZVPD.

Each line ends with the natural charge from an NBO analysis.
Cartesian coordinates (Å):
C: -1.403 -0.845 0.228  -0.3206
C: -0.047 -0.061 -0.089  0.3543
C: 2.822 0.734 0.034  -0.0754
H: -2.409 1.156 0.327  0.3968
H: -3.085 -0.140 -1.033  0.3621
H: -1.400 -1.300 1.202  0.2209
H: -1.497 -1.566 -0.615  0.2144
H: 3.777 1.311 0.185  0.1860
H: 1.791 1.329 -0.412  0.2142
N: -2.571 -0.029 0.111  -0.8512
N: 2.809 -0.508 0.233  -0.5395
O: -0.063 1.138 -0.045  -0.5659
S: 1.277 -1.220 -0.125  0.4040

Values from the calculation:
HOMO energy (eV): -9.166
E_tot (a.u.): -700.7221
SMILES: C=NSC(=O)CN
Energy above the lowest of the compared OMol25 structures with the same formula, charge and spin (kJ/mol): 438.63
Total charge: 0
Gap between HOMO and LUMO (eV): 9.806

***

An isolated molecule of C3H6N2OS. Source: OMol25; level of theory: ωB97M-V/def2-TZVPD.

Each line ends with the natural charge from an NBO analysis.
Cartesian coordinates (Å):
C: 2.362 -0.051 -0.002  -0.2425
C: -0.931 -1.102 -0.009  -0.0204
C: -1.917 0.017 -0.008  0.0355
H: 2.679 -0.580 -0.902  0.1894
H: 2.760 0.960 0.011  0.1937
H: 2.646 -0.594 0.899  0.1897
H: -1.369 -2.065 0.000  0.2214
H: -2.115 2.039 -0.019  0.4092
H: -0.450 1.454 0.043  0.4232
N: 0.344 -1.116 0.001  -0.0875
N: -1.433 1.272 -0.005  -0.7567
O: 0.948 0.121 -0.008  -0.4215
S: -3.524 -0.357 -0.001  -0.1336

Values from the calculation:
HOMO energy (eV): -8.623
E_tot (a.u.): -700.7833
SMILES: CO/N=C\C(N)=S
Energy above the lowest of the compared OMol25 structures with the same formula, charge and spin (kJ/mol): 278.00
Total charge: 0
Gap between HOMO and LUMO (eV): 8.453

***

An isolated molecule of C3H6N2OS. Source: OMol25; level of theory: ωB97M-V/def2-TZVPD.

Each line ends with the natural charge from an NBO analysis.
Cartesian coordinates (Å):
C: -0.899 1.120 -0.066  -0.7018
C: 0.138 0.039 -0.396  0.0024
C: 1.533 0.400 0.018  0.4640
H: -0.471 2.077 -0.251  0.2537
H: -1.717 1.058 -0.798  0.2230
H: -1.252 0.963 1.039  0.2097
H: -1.782 -2.307 0.377  0.3914
H: -2.072 -0.522 0.391  0.3661
H: 3.735 -0.604 -0.371  0.1391
N: -0.261 -1.142 -0.119  -0.1325
N: -1.507 -1.403 0.061  -0.5694
O: 2.006 1.513 0.129  -0.5385
S: 2.549 -1.192 -0.013  -0.1072

Values from the calculation:
HOMO energy (eV): -9.187
E_tot (a.u.): -700.7774
SMILES: C/C(=N\N)C(=O)S
Energy above the lowest of the compared OMol25 structures with the same formula, charge and spin (kJ/mol): 293.41
Total charge: 0
Gap between HOMO and LUMO (eV): 9.480

***

An isolated molecule of C3H6N2OS2. Source: OMol25; level of theory: ωB97M-V/def2-TZVPD.

Each line ends with the natural charge from an NBO analysis.
Cartesian coordinates (Å):
C: -1.232 0.011 1.175  -0.6271
C: -1.311 -0.007 -0.347  -0.5277
C: 1.728 -0.010 -0.494  0.7671
H: -1.735 -0.900 1.562  0.2219
H: -0.217 -0.001 1.478  0.2190
H: -1.739 0.879 1.573  0.2248
H: -2.336 0.003 -0.680  0.2509
H: 1.508 -1.935 -0.253  0.4165
H: 1.532 1.950 -0.258  0.4181
N: 1.058 -1.189 -0.723  -0.7932
N: 1.062 1.199 -0.719  -0.8026
O: 2.850 -0.004 -0.024  -0.6315
S: -0.586 -1.458 -1.143  0.4377
S: -0.583 1.461 -1.145  0.4260

Values from the calculation:
HOMO energy (eV): -8.639
E_tot (a.u.): -1099.0364
SMILES: CC1SNC(=O)NS1
Energy above the lowest of the compared OMol25 structures with the same formula, charge and spin (kJ/mol): 98.43
Total charge: 0
Gap between HOMO and LUMO (eV): 9.169

***

An isolated molecule of C3H6N2OS2. Source: OMol25; level of theory: ωB97M-V/def2-TZVPD.

Each line ends with the natural charge from an NBO analysis.
Cartesian coordinates (Å):
C: -1.499 -0.793 0.654  -0.1427
C: 0.674 -0.177 -0.859  -0.6651
C: 1.732 -0.492 0.211  0.4168
H: -2.752 1.936 0.037  0.3758
H: -1.898 0.887 -1.015  0.3498
H: -1.540 -1.555 1.454  0.2150
H: 0.193 0.805 -0.779  0.2762
H: 1.192 -0.075 -1.807  0.2514
H: 3.818 0.045 1.055  0.1591
N: -1.978 1.326 -0.087  -0.6763
N: -2.016 0.313 0.924  -0.2110
O: 1.543 -1.217 1.191  -0.5368
S: -0.745 -1.330 -0.837  0.2061
S: 3.275 0.326 -0.143  -0.0183

Values from the calculation:
HOMO energy (eV): -9.279
E_tot (a.u.): -1098.9868
SMILES: N/N=C\SCC(=O)S
Energy above the lowest of the compared OMol25 structures with the same formula, charge and spin (kJ/mol): 228.75
Total charge: 0
Gap between HOMO and LUMO (eV): 9.792

***

An isolated molecule of C3H6N2OSi. Source: OMol25; level of theory: ωB97M-V/def2-TZVPD.

Each line ends with the natural charge from an NBO analysis.
Cartesian coordinates (Å):
C: 1.918 -0.891 -0.448  -0.2473
C: 2.307 -0.005 0.522  -0.1187
C: 0.693 -0.720 -1.061  -0.0334
N: 1.503 0.807 1.058  -0.1347
N: -0.078 0.277 -0.627  -0.0305
O: -1.459 0.290 -0.673  -0.7125
Si: -2.452 0.673 0.519  1.1963
H: 2.649 -1.600 -1.018  0.2266
H: 3.358 0.045 0.787  0.2280
H: 0.360 -1.484 -1.745  0.2120
H: -3.772 0.948 -0.047  -0.1999
H: -2.644 -0.376 1.570  -0.1943
H: -2.384 2.036 1.164  -0.1916

Values from the calculation:
HOMO energy (spin up / spin down) (eV): -8.822 / -8.973
E_tot (a.u.): -591.9514
Energy above the lowest of the compared OMol25 structures with the same formula, charge and spin (kJ/mol): 327.85
Total charge: 0
Gap between HOMO and LUMO (spin up / spin down) (eV): 8.565 / 7.422

***

An isolated molecule of C3H6N2S. Source: OMol25; level of theory: ωB97M-V/def2-TZVPD.

Each line ends with the natural charge from an NBO analysis.
Cartesian coordinates (Å):
C: 0.395 0.472 0.610  -0.2228
C: 1.519 0.414 -0.436  -0.6182
C: -1.349 -0.961 -0.631  0.0585
N: -1.943 -0.860 0.587  -0.4791
N: -0.924 0.123 0.017  -0.2823
S: 2.899 -0.513 0.157  0.1232
H: 0.521 -0.322 1.347  0.2089
H: 0.461 1.564 1.086  0.2182
H: 1.019 -0.002 -1.240  0.2117
H: 1.663 1.501 -0.674  0.2220
H: -0.973 -1.725 -1.288  0.1986
H: -2.862 -0.454 0.746  0.3612

Values from the calculation:
HOMO energy (spin up / spin down) (eV): -9.283 / -6.967
E_tot (a.u.): -625.3680
Energy above the lowest of the compared OMol25 structures with the same formula, charge and spin (kJ/mol): 666.72
Total charge: 0
Gap between HOMO and LUMO (spin up / spin down) (eV): 10.149 / 4.866

***

Question: E_tot of number 8 (C3H6N2S)?
Answer: -625.3680 a.u.

***

Question: Which value of total charge does entry 6 give?
Answer: 0

***

What did the third record say?
An isolated molecule of C3H6N2OS. Source: OMol25; level of theory: ωB97M-V/def2-TZVPD.

Each line ends with the natural charge from an NBO analysis.
Cartesian coordinates (Å):
C: 2.362 -0.051 -0.002  -0.2425
C: -0.931 -1.102 -0.009  -0.0204
C: -1.917 0.017 -0.008  0.0355
H: 2.679 -0.580 -0.902  0.1894
H: 2.760 0.960 0.011  0.1937
H: 2.646 -0.594 0.899  0.1897
H: -1.369 -2.065 0.000  0.2214
H: -2.115 2.039 -0.019  0.4092
H: -0.450 1.454 0.043  0.4232
N: 0.344 -1.116 0.001  -0.0875
N: -1.433 1.272 -0.005  -0.7567
O: 0.948 0.121 -0.008  -0.4215
S: -3.524 -0.357 -0.001  -0.1336

Values from the calculation:
HOMO energy (eV): -8.623
E_tot (a.u.): -700.7833
SMILES: CO/N=C\C(N)=S
Energy above the lowest of the compared OMol25 structures with the same formula, charge and spin (kJ/mol): 278.00
Total charge: 0
Gap between HOMO and LUMO (eV): 8.453

***

Question: Look up the E_tot of the eighth one.
Answer: -625.3680 a.u.